# 1
A structure of composition C24H16AuCl2F6N3O6S4, computed with ωB97M-V/def2-TZVPD.

The geometry in XYZ format:
```
62
Properties=species:S:1:pos:R:3:mulliken_charge:R:1
Au -1.143 0.288 0.921 1.17
Cl 1.249 -4.232 -1.388 -0.17
C 2.591 -4.079 -0.313 0.27
C 3.794 -4.656 -0.680 -0.62
C 4.901 -4.498 0.133 -0.48
C 4.816 -3.745 1.289 -0.64
C 3.613 -3.160 1.655 0.75
Cl 3.643 -2.170 3.071 -0.14
C 2.473 -3.355 0.873 -0.09
S 0.834 -2.693 1.217 0.95
H 3.849 -5.214 -1.603 0.45
H 5.843 -4.952 -0.145 0.39
H 5.680 -3.591 1.920 0.45
C 4.212 2.595 -3.773 -1.45
C 2.925 1.933 -3.367 1.01
C 2.838 1.200 -2.185 -1.02
C 1.657 0.579 -1.815 -0.62
C 0.545 0.696 -2.640 0.40
C 0.608 1.414 -3.825 -0.41
C 1.798 2.028 -4.180 -0.72
S -0.969 -0.046 -2.134 0.85
O -1.861 -0.054 -3.254 -0.68
O -0.641 -1.265 -1.436 -0.50
N -1.530 0.912 -0.951 -0.01
C -2.274 2.075 -1.091 0.95
C -2.652 2.681 -2.266 -0.58
C -3.417 3.865 -2.242 -0.90
C -3.815 4.450 -1.074 -0.93
C -3.444 3.855 0.154 0.99
C -3.814 4.362 1.420 -0.46
C -3.422 3.727 2.564 -0.99
C -2.638 2.565 2.462 0.03
N -2.284 2.087 1.297 -0.50
C -2.670 2.682 0.134 0.05
H 4.944 2.564 -2.967 0.35
H 4.047 3.638 -4.045 0.36
H 4.646 2.096 -4.641 0.32
H 3.708 1.112 -1.546 0.37
H 1.600 0.004 -0.898 0.55
H -0.263 1.471 -4.464 0.50
H 1.854 2.588 -5.106 0.40
H -2.390 2.232 -3.212 0.44
H -3.700 4.310 -3.187 0.40
H -4.411 5.353 -1.070 0.40
H -4.417 5.261 1.468 0.43
H -3.701 4.091 3.541 0.40
H -2.304 2.019 3.336 0.45
F 0.293 -4.277 1.409 -0.41
C 0.680 -2.503 2.977 -0.28
F 0.814 -3.588 3.701 -0.23
F 1.559 -1.096 1.108 -0.35
S -0.241 -1.223 3.791 1.37
O -0.345 -0.125 2.812 -0.82
O 0.520 -0.876 4.941 -0.72
N -1.585 -1.878 4.180 -0.60
S -3.023 -1.697 3.553 1.04
O -3.147 -0.491 2.772 -0.57
O -4.020 -1.999 4.522 -0.65
C -3.092 -3.071 2.305 0.67
F -2.585 -2.639 1.146 -0.18
F -4.351 -3.446 2.115 -0.23
F -2.385 -4.118 2.715 -0.21
```

Summary:
- 2S+1 = 3
- lowest unoccupied orbital energy (spin up / spin down) (eV) = -0.790 / -2.312
- Kohn-Sham gap (spin up / spin down) (eV) = 7.83 / 6.26
- energy relative to the best compared isomer or geometry (same formula, charge and spin) (kcal per mole) = 69.9
- molecular weight (Da) = 952.54

# 2
A structure of composition C6H16FLi2NO2 in a non-equilibrium geometry, computed with ωB97M-V/def2-TZVPD.

The geometry in XYZ format:
```
28
Properties=species:S:1:pos:R:3:mulliken_charge:R:1
Li 0.499 -0.999 -0.767 0.84
Li 0.171 -2.640 -3.177 0.90
F 1.648 -2.397 -1.720 -0.87
C -2.029 0.889 -1.221 -0.94
C -2.062 -0.287 -2.257 -0.24
O -1.020 -1.227 -2.219 -0.30
H -1.734 0.491 -0.250 0.14
H -3.042 1.294 -1.214 0.45
H -1.433 1.754 -1.512 0.24
H -2.169 0.106 -3.268 0.37
H -2.988 -0.825 -2.056 0.36
C 1.890 2.103 1.288 -1.57
C 1.508 0.722 0.754 0.65
C 0.486 -0.022 1.634 -0.83
O 0.314 -1.330 1.065 -0.21
C -0.355 -2.267 1.833 -0.94
N 1.034 0.904 -0.623 -0.61
H 2.394 2.655 0.495 0.42
H 2.652 2.121 2.068 0.41
H 1.058 2.734 1.599 0.37
H 2.443 0.163 0.784 0.30
H -0.438 0.545 1.525 0.29
H 0.762 -0.034 2.689 0.48
H -0.314 -2.150 2.916 0.36
H 0.123 -3.208 1.559 0.28
H -1.440 -2.183 1.781 0.33
H 0.303 1.601 -0.654 0.09
H 1.738 1.487 -1.052 0.25
```

Summary:
- net charge = +1
- 2S+1 = 2
- lowest unoccupied orbital energy (spin up / spin down) (eV) = -3.336 / -6.934
- Kohn-Sham gap (spin up / spin down) (eV) = 10.27 / 6.62
- molecular weight (Da) = 167.08

# 3
The molecule C4H5NO in a non-equilibrium geometry, computed with ωB97M-V/def2-TZVPD.

The geometry in XYZ format:
```
11
Properties=species:S:1:pos:R:3:mulliken_charge:R:1
O 0.833 1.048 1.290 -0.36
C 0.873 0.864 -0.015 -0.25
C -0.536 0.836 -0.544 -0.44
C -0.674 -0.690 -0.328 -0.22
C 0.688 -1.276 -0.093 0.22
N 1.578 -1.982 0.142 -0.46
H 1.698 0.773 1.640 0.41
H -1.263 1.428 0.021 0.29
H -0.560 1.099 -1.605 0.28
H -1.270 -0.900 0.566 0.22
H -1.085 -1.231 -1.183 0.31
```

Summary:
- lowest unoccupied orbital energy (eV) = 0.374
- Kohn-Sham gap (eV) = 8.99
- energy relative to the best compared isomer or geometry (same formula, charge and spin) (kcal per mole) = 79.8
- molecular weight (Da) = 83.09

# 4
The molecule C7H10, computed with ωB97M-V/def2-TZVPD.

The geometry in XYZ format:
```
17
Properties=species:S:1:pos:R:3:mulliken_charge:R:1
C -1.955 -0.611 -0.085 -0.68
C -1.401 0.775 -0.283 -0.13
C -0.108 0.781 -1.087 -0.91
C 0.456 -0.169 -0.013 0.76
C 1.598 0.162 0.879 -0.93
C 1.748 -0.922 -0.131 -0.50
C -0.838 -0.175 0.763 -0.40
H -1.725 -1.392 -0.801 0.18
H -2.913 -0.659 0.412 0.28
H -2.011 1.655 -0.128 0.38
H 0.418 1.740 -1.075 0.29
H -0.205 0.463 -2.140 0.26
H 2.061 1.118 0.744 0.26
H 1.515 -0.208 1.904 0.27
H 2.334 -0.588 -0.983 0.25
H 1.913 -1.927 0.228 0.26
H -0.901 -0.024 1.842 0.36
```

Summary:
- SMILES = C1[C@@H]2CC3(CC3)[C@H]12
- lowest unoccupied orbital energy (eV) = 1.179
- Kohn-Sham gap (eV) = 10.23
- energy relative to the best compared isomer or geometry (same formula, charge and spin) (kcal per mole) = 67.6
- molecular weight (Da) = 94.16

# 5
A structure of composition C4H3O4Rb in a non-equilibrium geometry, computed with ωB97M-V/def2-TZVPD.

The geometry in XYZ format:
```
12
Properties=species:S:1:pos:R:3:mulliken_charge:R:1
C 3.914 -1.643 0.077 -0.35
C 2.592 -1.702 0.093 0.20
H 4.474 -2.578 0.102 0.36
H 0.292 -2.117 0.193 0.25
O 1.700 -0.736 -0.170 -0.20
C 0.390 -1.039 -0.147 0.30
O -0.412 -0.159 -0.006 -0.46
Rb -4.839 0.720 0.435 0.99
O 4.149 0.769 -0.177 -0.51
C 4.749 -0.413 -0.061 0.50
O 5.954 -0.479 -0.092 -0.52
H 3.184 0.723 -0.214 0.43
```

Summary:
- net charge = +1
- 2S+1 = 2
- lowest unoccupied orbital energy (spin up / spin down) (eV) = -4.448 / -4.448
- Kohn-Sham gap (spin up / spin down) (eV) = 7.77 / 8.11
- energy relative to the best compared isomer or geometry (same formula, charge and spin) (kcal per mole) = 28.4
- molecular weight (Da) = 200.53

# 6
A structure of composition C29H47CeCl2OP in a non-equilibrium geometry, computed with ωB97M-V/def2-TZVPD.

The geometry in XYZ format:
```
81
Properties=species:S:1:pos:R:3:mulliken_charge:R:1
P -0.738 0.989 0.497 0.79
C -1.799 1.570 -0.974 0.02
C -2.538 2.914 -0.909 -0.19
C -3.497 3.067 -2.097 -0.97
C -2.832 2.814 -3.456 -0.66
C -1.965 1.551 -3.490 -0.89
C -1.014 1.472 -2.288 0.00
C 0.719 2.184 0.488 0.43
C 0.402 3.646 0.188 -0.68
C 1.638 4.514 0.446 -0.99
C 2.870 4.025 -0.324 -0.68
C 3.113 2.514 -0.213 -0.92
C 1.842 1.677 -0.430 -0.65
C -1.739 1.705 1.903 -0.15
C -3.110 1.013 1.979 -0.70
C -3.967 1.547 3.137 -0.84
C -3.238 1.521 4.485 -0.71
C -1.831 2.126 4.414 -0.83
C -0.992 1.596 3.239 -0.62
H -2.555 0.764 -0.968 0.61
H -1.816 3.739 -0.937 0.07
H -3.101 3.025 0.027 0.12
H -3.924 4.078 -2.080 0.38
H -4.332 2.366 -1.966 0.39
H -3.605 2.747 -4.229 0.39
H -2.207 3.680 -3.716 0.30
H -2.607 0.659 -3.487 0.32
H -1.379 1.524 -4.416 0.41
H -0.450 0.531 -2.327 -0.60
H -0.295 2.302 -2.351 0.27
H 1.086 2.123 1.527 0.45
H 1.848 4.505 1.524 0.38
H -0.437 4.014 0.796 0.20
H 0.111 3.749 -0.867 0.18
H 1.411 5.552 0.172 0.39
H 3.753 4.563 0.039 0.40
H 2.757 4.292 -1.383 0.28
H 3.878 2.208 -0.936 0.42
H 3.508 2.286 0.786 0.37
H 2.047 0.615 -0.232 0.04
H 1.528 1.755 -1.481 0.18
H -1.874 2.774 1.662 0.22
H -3.666 1.124 1.037 0.29
H -2.944 -0.065 2.122 0.27
H -4.276 2.578 2.914 0.33
H -4.883 0.949 3.201 0.39
H -3.168 0.484 4.837 0.32
H -3.830 2.061 5.232 0.35
H -1.294 1.923 5.347 0.41
H -1.916 3.218 4.326 0.35
H -0.044 2.151 3.203 0.17
H -0.732 0.542 3.414 0.25
Ce 0.311 -2.661 0.516 0.75
Cl 1.736 -1.232 2.105 -0.57
Cl -1.313 -1.950 -1.349 -0.52
C 1.961 -3.223 -0.836 -0.34
H 2.441 -4.085 -0.314 -0.41
C 2.704 -2.827 -2.013 0.44
C 3.943 -3.457 -2.338 -0.62
C 4.757 -2.958 -3.349 -0.37
C 4.355 -1.845 -4.111 -0.55
C 3.087 -1.282 -3.879 -0.38
C 2.256 -1.778 -2.880 -0.22
H 4.266 -4.317 -1.744 0.25
H 5.727 -3.417 -3.555 0.31
H 2.751 -0.444 -4.492 0.34
H 1.249 -1.377 -2.718 0.28
H 5.010 -1.420 -4.874 0.33
C 1.358 -6.934 1.873 -0.64
C 0.090 -7.332 1.090 -0.52
C -0.569 -6.019 0.640 -0.39
O 0.215 -4.914 1.215 -0.26
C 1.274 -5.421 2.108 -0.27
H 1.481 -7.506 2.794 0.33
H 2.236 -7.130 1.250 0.27
H -0.597 -7.905 1.717 0.28
H 0.333 -7.954 0.225 0.28
H -0.577 -5.879 -0.451 0.26
H -1.603 -5.937 0.998 0.29
H 0.992 -5.158 3.136 0.35
H 2.204 -4.895 1.852 0.25
```

Summary:
- net charge = -1
- 2S+1 = 2
- lowest unoccupied orbital energy (spin up / spin down) (eV) = 2.091 / 2.092
- Kohn-Sham gap (spin up / spin down) (eV) = 3.98 / 4.00
- energy relative to the best compared isomer or geometry (same formula, charge and spin) (kcal per mole) = 0.0
- molecular weight (Da) = 653.69

# 7
A structure of composition C26H67BIN2NbO10P3 in a non-equilibrium geometry, computed with ωB97M-V/def2-TZVPD.

The geometry in XYZ format:
```
111
Properties=species:S:1:pos:R:3:mulliken_charge:R:1
C -1.362 -3.167 -0.554 -0.75
C -2.391 -2.391 0.476 -0.28
C -2.729 -0.843 0.026 -0.56
C -1.778 0.273 0.762 0.01
C -1.949 0.335 2.387 -0.37
Nb -0.015 0.478 3.581 -1.37
O -0.880 -0.822 5.063 -0.73
C 1.018 1.828 2.033 0.95
C 1.336 3.343 2.542 0.31
C 2.596 4.100 1.835 -0.65
C 3.089 3.495 0.400 -0.56
C -0.940 2.212 4.718 -0.61
C -0.471 2.397 6.275 -0.37
C 0.764 3.482 6.493 -0.57
I 1.390 3.700 8.593 -0.10
P 0.933 -1.562 2.277 0.79
N 0.300 -2.969 2.764 -0.94
B 1.910 0.443 4.798 1.06
O 2.065 0.439 6.262 -0.61
N 3.232 0.373 3.993 0.10
C 4.003 1.678 4.108 -0.26
C 4.058 -0.805 4.507 -0.79
H -1.622 -4.322 -0.637 0.29
H -0.219 -3.096 -0.220 0.12
H -1.505 -2.710 -1.623 0.19
H -2.060 -2.484 1.611 0.18
H -3.423 -2.986 0.405 0.35
H -3.864 -0.637 0.265 0.23
H -2.505 -0.767 -1.132 0.02
H -2.133 1.335 0.347 0.34
H -0.673 0.146 0.380 -0.13
H -2.531 -0.642 2.711 0.24
H -2.654 1.239 2.725 0.28
H -1.281 -0.234 5.767 0.19
H 0.469 1.898 1.004 0.32
H 2.068 1.308 1.817 -0.67
H 0.330 3.969 2.394 0.35
H 1.493 3.291 3.713 -0.68
H 3.485 4.158 2.630 0.23
H 2.271 5.231 1.663 0.40
H 3.954 2.730 0.614 -0.03
H 2.243 3.097 -0.303 0.20
H 3.601 4.399 -0.188 0.37
H -2.110 1.971 4.769 0.46
H -0.875 3.265 4.208 0.15
H -1.404 2.887 6.839 0.39
H -0.292 1.372 6.857 0.16
H 1.729 3.239 5.880 -0.15
H 0.424 4.572 6.146 0.46
H 0.735 -1.447 0.850 -0.25
H 2.385 -1.690 2.460 -0.17
H -0.395 -2.756 3.541 0.32
H 1.647 -0.359 6.699 0.28
H 4.127 2.086 3.004 -0.18
H 5.087 1.562 4.537 0.32
H 3.451 2.478 4.774 0.06
H 4.528 -1.363 3.562 0.12
H 3.393 -1.638 5.041 0.27
H 4.933 -0.502 5.222 0.29
O 6.394 -2.640 -1.402 -0.72
P 5.586 -1.474 -2.022 1.05
O 4.142 -1.932 -1.352 -0.47
C 3.957 -1.772 0.043 -0.46
C 3.870 -0.310 0.433 0.41
O 5.364 -2.198 -3.505 -0.34
C 6.238 -3.224 -3.948 -0.33
C 5.717 -4.593 -3.539 -1.04
O 4.684 -0.170 -2.714 -0.25
C 5.230 1.128 -2.547 0.06
C 6.701 1.210 -2.910 -1.22
H 4.759 -2.274 0.592 0.20
H 3.017 -2.269 0.302 0.15
H 4.848 0.170 0.336 0.37
H 3.544 -0.201 1.471 -0.79
H 3.172 0.230 -0.217 0.33
H 7.257 -3.052 -3.587 0.32
H 6.282 -3.168 -5.041 0.35
H 5.448 -4.639 -2.477 0.28
H 6.465 -5.364 -3.744 0.34
H 4.808 -4.836 -4.100 0.28
H 5.073 1.457 -1.517 0.07
H 4.661 1.803 -3.193 0.35
H 7.310 0.607 -2.229 0.36
H 7.054 2.242 -2.852 0.42
H 6.873 0.829 -3.923 0.28
O -7.310 0.588 -5.966 -0.72
P -6.714 -0.207 -4.778 1.01
O -8.170 -0.815 -4.273 -0.35
C -8.806 -1.805 -5.062 -0.30
C -8.052 -3.119 -5.028 -0.99
O -6.655 1.084 -3.730 -0.33
C -6.633 2.415 -4.220 -0.36
C -8.044 2.969 -4.345 -1.03
O -6.049 -1.096 -3.452 -0.26
C -4.934 -1.922 -3.747 -0.08
C -3.855 -1.208 -4.540 -1.32
H -8.926 -1.451 -6.090 0.27
H -9.807 -1.954 -4.645 0.33
H -7.114 -3.035 -5.585 0.22
H -8.641 -3.920 -5.482 0.44
H -7.800 -3.402 -4.000 0.23
H -6.088 2.473 -5.167 0.32
H -6.072 3.021 -3.500 0.36
H -8.716 2.288 -4.881 0.27
H -8.033 3.931 -4.867 0.34
H -8.482 3.119 -3.353 0.28
H -5.273 -2.812 -4.281 0.16
H -4.518 -2.255 -2.791 0.32
H -4.216 -0.931 -5.536 0.52
H -2.982 -1.852 -4.666 0.39
H -3.549 -0.284 -4.037 0.29
```

Summary:
- net charge = -1
- lowest unoccupied orbital energy (eV) = -0.313
- Kohn-Sham gap (eV) = 4.35
- molecular weight (Da) = 891.37

# 8
A cluster of 5 separate species, C9H21BCl8O2P in total in a non-equilibrium geometry, computed with ωB97M-V/def2-TZVPD.

The geometry in XYZ format:
```
42
Properties=species:S:1:pos:R:3:mulliken_charge:R:1
C -2.325 -3.481 3.187 -1.05
C -1.456 -2.191 3.213 -0.57
P 0.398 -2.558 3.266 -0.09
C 1.164 -0.825 3.351 -0.28
C 0.925 -3.318 1.631 0.16
C 2.185 -2.646 0.904 -0.02
O 3.126 -3.652 0.559 -0.74
B 2.254 -4.876 0.607 1.00
O 1.395 -4.658 1.782 -0.72
H -2.433 -3.911 4.202 0.30
H -3.340 -3.182 2.857 0.32
H -1.900 -4.275 2.550 0.30
H -1.655 -1.554 2.324 0.32
H -1.659 -1.571 4.109 0.33
H 1.579 -0.524 2.366 -0.37
H 0.383 -0.092 3.608 0.24
H 1.912 -0.833 4.159 0.31
H 0.040 -3.477 0.969 0.13
H 1.955 -1.961 0.054 -0.19
H 2.765 -2.033 1.630 0.19
H 1.570 -4.916 -0.403 -0.35
H 2.979 -5.837 0.578 -0.26
C 0.791 2.530 0.903 0.35
Cl -0.494 2.265 2.089 -0.18
Cl 1.823 1.108 0.663 -0.10
H 0.328 2.776 -0.048 -0.40
H 1.409 3.356 1.240 0.32
C -1.387 4.096 -2.747 0.08
Cl 0.274 4.653 -2.993 -0.17
Cl -1.657 3.598 -1.073 -0.16
H -2.068 4.904 -2.987 -0.10
H -1.573 3.248 -3.400 0.31
C -4.141 6.550 -5.026 -0.23
Cl -2.474 7.124 -4.905 -0.14
Cl -4.374 5.049 -4.122 -0.14
H -4.804 7.308 -4.621 0.26
H -4.376 6.370 -6.070 0.27
C 2.690 -0.551 -2.796 0.13
Cl 2.098 -1.508 -4.159 -0.17
Cl 1.722 0.911 -2.565 -0.10
H 2.637 -1.154 -1.893 -0.10
H 3.717 -0.262 -2.991 0.29
```

Summary:
- net charge = -1
- lowest unoccupied orbital energy (eV) = 1.576
- Kohn-Sham gap (eV) = 5.43
- molecular weight (Da) = 486.67

# 9
A structure of composition C23H18CrF12NO7Se, computed with ωB97M-V/def2-TZVPD.

The geometry in XYZ format:
```
63
Properties=species:S:1:pos:R:3:mulliken_charge:R:1
Cr -0.994 0.550 -0.583 -0.30
C 2.588 -5.055 -2.421 -1.57
C 2.102 -3.831 -1.697 0.10
C 2.945 -3.010 -0.972 -1.17
C 2.477 -1.863 -0.370 -0.83
C 1.137 -1.447 -0.512 1.11
N 0.684 -0.241 -0.080 1.33
C 1.531 0.733 0.465 0.50
C 2.748 1.034 -0.136 -0.48
C 3.560 2.021 0.371 -1.45
C 3.190 2.743 1.498 0.83
C 4.074 3.809 2.085 -1.53
C 1.954 2.481 2.049 -0.80
C 1.093 1.524 1.531 -1.30
C -0.324 1.391 2.131 2.16
O -1.250 0.748 1.356 -0.71
C -0.189 0.634 3.500 0.58
F 0.433 -0.538 3.348 -0.23
F 0.524 1.321 4.423 -0.29
F -1.391 0.397 4.051 -0.27
C -0.966 2.805 2.365 0.15
F -0.431 3.591 3.327 -0.30
F -0.956 3.503 1.232 -0.21
F -2.263 2.650 2.728 -0.30
C 0.247 -2.373 -1.102 -0.54
C 0.760 -3.505 -1.696 -0.55
C -1.279 -2.299 -0.934 2.09
O -1.824 -1.161 -0.394 -0.88
C -2.006 -2.598 -2.313 0.42
F -2.514 -3.863 -2.369 -0.34
F -1.231 -2.473 -3.395 -0.25
F -3.052 -1.778 -2.475 -0.25
C -1.640 -3.427 0.111 0.53
F -1.235 -4.681 -0.190 -0.29
F -2.975 -3.500 0.296 -0.29
F -1.082 -3.133 1.291 -0.20
H 3.676 -5.116 -2.404 0.37
H 2.282 -5.079 -3.468 0.34
H 2.200 -5.981 -1.983 0.29
H 3.987 -3.261 -0.884 0.29
H 3.177 -1.244 0.176 0.51
H 2.996 0.567 -1.075 0.64
H 4.478 2.271 -0.153 0.22
H 4.983 3.927 1.491 0.37
H 4.393 3.570 3.104 0.31
H 3.587 4.789 2.109 0.31
H 1.643 3.084 2.892 0.53
H 0.073 -4.191 -2.171 0.46
O 0.038 2.280 -1.114 -0.67
Se 0.274 1.699 -2.689 1.18
O -0.303 2.719 -3.810 -0.86
O -0.696 0.311 -2.554 -0.68
O 1.822 1.326 -3.004 -0.77
C -4.455 0.427 0.002 -0.92
C -3.784 1.709 -0.343 1.15
C -4.488 3.012 -0.105 -1.50
O -2.664 1.753 -0.789 0.18
H -5.497 0.585 0.265 0.50
H -3.902 -0.014 0.833 0.14
H -4.339 -0.279 -0.816 0.11
H -5.568 2.907 -0.194 0.44
H -4.092 3.780 -0.762 0.32
H -4.267 3.290 0.928 0.26
```

Summary:
- net charge = -2
- 2S+1 = 4
- lowest unoccupied orbital energy (spin up / spin down) (eV) = 4.548 / 4.548
- Kohn-Sham gap (spin up / spin down) (eV) = 5.74 / 5.90
- molecular weight (Da) = 779.33